Entry a
Computed, not measured: a cluster of 3 separate species, CH8NO2 in total, with wB97M-V/def2-TZVPD.

Atoms and positions in Å:
C  -0.81  -0.30  -0.86
N  -0.03  -1.18  -0.38
H  -0.80  0.09  -1.88
H  -1.43  0.27  -0.17
H  0.22  -1.34  0.62
H  0.70  -1.49  -1.01
H  0.88  -0.47  2.71
H  0.13  -1.80  2.95
O  0.45  -1.21  2.27
H  0.54  2.32  -2.13
H  -0.04  2.98  -0.87
O  0.19  2.13  -1.25

Net charge   +1
Gap between HOMO and LUMO   11.38 eV

Here are the Löwdin charges for atoms 1 to 5, given in e: 0.107, 0.186, 0.115, 0.125, 0.089

=====

Entry b
Computed, not measured: a cluster of 3 separate species, CH8NO2 in total, with wB97M-V/def2-TZVPD.

Atoms and positions in Å:
C  -0.04  -0.26  -1.31
N  0.36  -0.19  -0.10
H  -0.13  -1.20  -1.83
H  -0.39  0.67  -1.72
H  0.48  0.76  0.24
H  0.64  -0.98  0.47
H  2.40  1.52  2.27
H  3.05  0.26  2.69
O  2.36  0.55  2.08
H  -3.00  -1.02  -0.49
H  -2.94  -0.03  -1.63
O  -2.78  -0.09  -0.67

Net charge   +1
Gap between HOMO and LUMO   10.31 eV

Here are the Löwdin charges for atoms 1 to 5, given in e: 0.141, 0.204, 0.128, 0.120, 0.144

=====

entry a is the most stable structure shown above.